ORCA calculation (wB97M-V/def2-TZVPD) on an isolated molecule of C4H11N2S in a non-equilibrium geometry.

Calculated values
**DFT total energy**: -666.62332 hartree
**HOMO energy (spin up / spin down)**: -0.327 / -0.327 hartree
**Maximum force**: 2.82 eV/A
**HOMO-LUMO gap (spin up / spin down)**: 9.98 / 6.98 eV
**2S+1**: 2

The geometry in XYZ format:
```
18
C4H11N2S (wB97M-V/def2-TZVPD)
C -1.095 1.566 0.369
N -0.530 0.260 0.378
C 0.212 -0.148 -0.772
C 1.214 -1.271 -0.633
S 1.638 -2.167 -2.108
C -1.783 1.888 1.721
N -1.004 1.663 2.923
H -0.223 2.235 0.316
H -1.883 1.648 -0.438
H -1.292 -0.385 0.564
H 0.852 0.714 -1.087
H -0.486 -0.237 -1.613
H 0.801 -2.009 0.099
H 2.138 -0.892 -0.111
H -2.627 1.184 1.734
H -2.261 2.867 1.548
H -1.012 2.537 3.444
H -0.040 1.405 2.770
```

---

ORCA calculation (wB97M-V/def2-TZVPD) on the ion C4H11N2S with charge +1 in a non-equilibrium geometry.

Calculated values
**DFT total energy**: -666.25234 hartree
**HOMO energy (spin up / spin down)**: -0.324 / -0.502 hartree
**Total charge**: +1
**Maximum force**: 6.88 eV/A
**HOMO-LUMO gap (spin up / spin down)**: 5.48 / 5.49 eV
**2S+1**: 3

The geometry in XYZ format:
```
18
C4H11N2S (wB97M-V/def2-TZVPD)
C 0.015 -0.141 -0.466
C 0.853 1.850 0.898
C 0.132 -2.430 0.400
C -0.001 1.464 -0.280
N -0.287 -0.596 -1.713
N 0.193 -0.995 0.527
S -1.657 2.025 -0.545
H 0.129 1.899 1.799
H 1.624 1.232 1.191
H 1.183 2.862 0.643
H -0.795 -2.807 0.288
H 0.378 -2.835 1.352
H 0.590 -2.798 -0.412
H 0.485 1.596 -1.296
H -0.729 -0.153 -2.487
H -0.431 -1.570 -1.968
H 0.420 -0.465 1.357
H -2.102 1.863 0.713
```

---

ORCA calculation (wB97M-V/def2-TZVPD) on a structure of composition C4H11N3.

Calculated values
**DFT total energy**: -323.16283 hartree
**HOMO energy**: -0.300 hartree
**Maximum force**: 0.96 eV/A
**HOMO-LUMO gap**: 8.89 eV
**2S+1**: 1

The geometry in XYZ format:
```
18
C4H11N3 (wB97M-V/def2-TZVPD)
C 1.719 0.605 -1.292
C 1.206 0.368 0.104
C 2.029 0.244 1.148
H 0.075 -0.777 0.199
H 1.347 1.557 -1.681
H 1.355 -0.162 -1.984
H 2.813 0.616 -1.348
H 1.647 0.104 2.156
H 3.114 0.286 1.061
C -1.985 -0.281 0.128
N -1.433 0.849 0.553
N -0.938 -1.359 0.304
N -3.056 -0.704 -0.427
H -1.993 1.680 0.420
H -0.083 0.768 0.367
H -1.109 -2.097 -0.375
H -0.985 -1.743 1.245
H -3.723 0.047 -0.579
```

---

Among the records above, which one has the highest DFT total energy?
C4H11N3

---

What is the DFT total energy in the first record?
-666.62332 hartree